Here is an isolated molecule of C5H7N at a distorted geometry from OMol25. Energies are from the ωB97M-V functional and the def2-TZVPD basis.

## Properties
strongest force on any atom	6.9	eV/A
energy relative to the best compared isomer or geometry (same formula, charge and spin)	9.6202	eV
E_LUMO	-1.94	eV
total energy	-6778.8924	eV

Structure (ORCA input):
```
! wB97M-V def2-TZVPD RIJCOSX def2/J DEFGRID3
* xyz 0 1
C 0.610 0.462 -1.602
C 0.434 -0.268 -0.420
C -0.748 -0.714 0.360
N -2.076 -0.205 0.360
C 0.264 0.504 0.944
C 1.716 0.112 0.880
H 0.142 1.462 -1.399
H 1.583 0.832 -1.766
H 0.209 -0.076 -2.398
H -0.338 -1.644 0.785
H -2.574 -0.274 -0.625
H -0.374 1.385 0.853
H 2.231 -0.827 1.064
*
```